(1)
ClZn as an isolated structure at a distorted geometry. Source: OMol25; level of theory: ωB97M-V/def2-TZVPD.

```
! RIJCOSX wB97M-V def2-TZVPD def2/J DEFGRID3
* xyz 1 1
Zn -6.62 -4.62 -9.11
Cl -9.31 -6.70 -7.44
*
```

ΔE to the lowest compared entry with this formula, charge and spin: 397.41 kJ/mol
Lowest unoccupied orbital energy: -10.84 eV
Highest occupied orbital energy: -15.479 eV
Gap between HOMO and LUMO: 0.1703 Ha

(2)
A 11-piece molecular cluster, C48H66O6S4 overall at a distorted geometry. Source: OMol25; level of theory: ωB97M-V/def2-TZVPD.

```
! RIJCOSX wB97M-V def2-TZVPD def2/J DEFGRID3
* xyz 0 1
C 0.26 6.07 -3.03
S 0.96 4.42 -2.86
O 2.39 4.56 -2.47
C 0.06 4.02 -1.38
H 0.48 6.61 -2.11
H -0.82 5.95 -3.10
H 0.68 6.52 -3.93
H 0.12 4.77 -0.60
H 0.39 3.07 -0.98
H -0.99 3.90 -1.67
C 3.38 2.96 0.20
S 4.23 3.00 1.77
O 4.41 4.42 2.14
C 2.88 2.39 2.79
H 2.96 1.96 0.03
H 4.10 3.17 -0.59
H 2.55 3.67 0.18
H 2.03 3.06 2.70
H 3.28 2.34 3.80
H 2.58 1.42 2.39
C 4.61 -3.12 0.74
S 3.96 -1.44 0.58
O 3.44 -1.13 1.94
C 5.58 -0.67 0.41
H 5.30 -3.02 1.58
H 5.14 -3.45 -0.14
H 3.80 -3.79 1.02
H 5.47 0.25 -0.16
H 6.22 -1.32 -0.19
H 5.99 -0.49 1.40
C -0.02 1.53 5.61
S -0.75 2.65 4.41
O -0.71 1.95 3.11
C -2.43 2.45 5.01
H 0.97 1.24 5.25
H -0.66 0.67 5.77
H 0.14 2.07 6.55
H -2.68 1.39 4.99
H -3.10 2.94 4.30
H -2.51 2.86 6.01
C 0.85 -3.79 2.98
C 1.05 -2.64 3.74
C 0.05 -2.30 4.65
C -1.02 -3.15 4.90
C -1.17 -4.31 4.14
C -0.27 -4.59 3.13
H 1.59 -4.00 2.21
H 1.98 -2.09 3.67
H 0.16 -1.41 5.25
H -1.79 -2.92 5.62
H -2.09 -4.88 4.24
H -0.34 -5.46 2.50
C -3.30 -1.62 -5.19
C -2.40 -0.81 -4.51
C -1.86 0.28 -5.17
C -2.16 0.53 -6.50
C -3.06 -0.29 -7.17
C -3.63 -1.36 -6.52
H -3.66 -2.53 -4.74
H -2.11 -1.06 -3.50
H -1.18 0.98 -4.68
H -1.72 1.36 -7.03
H -3.29 -0.14 -8.22
H -4.29 -2.06 -7.02
C 4.73 -0.85 -3.26
C 4.02 -1.94 -3.78
C 2.64 -1.94 -3.91
C 1.94 -0.81 -3.52
C 2.61 0.28 -3.01
C 4.00 0.26 -2.88
H 5.80 -0.98 -3.22
H 4.59 -2.81 -4.10
H 2.15 -2.82 -4.31
H 0.85 -0.78 -3.56
H 2.08 1.19 -2.75
H 4.46 1.13 -2.42
C -3.12 4.04 -0.04
C -2.87 5.40 -0.14
C -3.47 6.14 -1.15
C -4.28 5.52 -2.09
C -4.53 4.16 -1.99
C -3.90 3.41 -1.00
H -2.57 3.44 0.68
H -2.11 5.90 0.44
H -3.21 7.19 -1.29
H -4.72 6.08 -2.90
H -5.06 3.61 -2.75
H -4.06 2.34 -0.92
C 0.63 -4.86 -0.65
C 0.52 -6.13 -0.09
C 1.59 -7.01 -0.13
C 2.80 -6.60 -0.69
C 2.93 -5.32 -1.19
C 1.83 -4.46 -1.20
H -0.24 -4.23 -0.75
H -0.45 -6.49 0.26
H 1.46 -8.03 0.23
H 3.61 -7.32 -0.73
H 3.81 -5.00 -1.73
H 1.87 -3.53 -1.76
C -3.38 0.24 1.99
C -3.13 -0.79 2.89
C -4.19 -1.33 3.62
C -5.48 -0.87 3.42
C -5.71 0.19 2.54
C -4.65 0.76 1.85
H -2.50 0.69 1.53
H -2.12 -1.14 3.06
H -3.97 -2.13 4.32
H -6.30 -1.34 3.95
H -6.72 0.57 2.41
H -4.83 1.62 1.22
O -1.58 1.15 -1.46
C -0.95 0.48 -0.70
O -0.13 1.00 0.24
C 0.38 -0.02 1.14
C 0.13 -1.34 0.42
C -0.93 -1.04 -0.62
H -0.15 0.08 2.09
H 1.44 0.08 1.34
H -0.07 -2.24 0.99
H 1.05 -1.59 -0.12
H -1.93 -1.43 -0.45
H -0.68 -1.38 -1.63
*
```

ΔE to the lowest compared entry with this formula, charge and spin: 0.00 kJ/mol
Lowest unoccupied orbital energy: 0.38 eV
Highest occupied orbital energy: -8.401 eV
Gap between HOMO and LUMO: 0.3225 Ha

(3)
A 4-piece molecular cluster, C42H26O10S overall. Source: OMol25; level of theory: ωB97M-V/def2-TZVPD.

```
! RIJCOSX wB97M-V def2-TZVPD def2/J DEFGRID3
* xyz 0 1
O 3.67 3.08 -1.72
S 3.66 2.14 -2.80
O 4.50 0.86 -2.37
O 2.21 1.32 -2.61
O 1.21 2.19 -2.08
H 4.18 0.51 -1.52
H 1.56 2.41 -1.20
C -3.96 4.07 1.47
C -3.04 3.99 0.43
C -1.69 3.93 0.70
C -1.24 3.96 2.01
C -2.16 4.05 3.06
C -3.52 4.10 2.78
C -1.71 4.12 4.48
O -2.50 4.19 5.39
C -0.24 4.10 4.74
C 0.22 4.21 6.05
C 1.57 4.19 6.31
C 2.49 4.06 5.27
C 2.04 3.95 3.97
C 0.68 3.97 3.69
C 0.23 3.87 2.28
O 1.02 3.73 1.37
H -5.02 4.10 1.26
H -3.39 3.97 -0.60
H -0.97 3.86 -0.11
H -4.22 4.16 3.60
H -0.50 4.32 6.85
H 1.92 4.29 7.33
H 3.55 4.05 5.48
H 2.74 3.85 3.15
C 3.46 -4.83 -1.89
C 2.82 -5.79 -1.12
C 2.31 -5.46 0.13
C 2.43 -4.17 0.60
C 3.09 -3.20 -0.16
C 3.60 -3.54 -1.40
C 3.25 -1.80 0.33
O 3.78 -0.95 -0.36
C 2.69 -1.47 1.67
C 2.84 -0.19 2.17
C 2.32 0.14 3.41
C 1.63 -0.81 4.15
C 1.48 -2.10 3.66
C 2.01 -2.43 2.42
C 1.83 -3.83 1.93
O 1.22 -4.65 2.57
H 3.84 -5.08 -2.87
H 2.72 -6.80 -1.49
H 1.80 -6.20 0.73
H 4.10 -2.78 -1.99
H 3.38 0.55 1.58
H 2.45 1.13 3.79
H 1.22 -0.55 5.11
H 0.94 -2.85 4.23
C -6.13 -1.88 -5.36
C -5.36 -2.05 -6.51
C -3.98 -2.08 -6.42
C -3.36 -1.94 -5.18
C -4.14 -1.76 -4.04
C -5.52 -1.74 -4.13
C -3.50 -1.58 -2.70
O -4.18 -1.43 -1.70
C -2.01 -1.57 -2.63
C -1.39 -1.36 -1.41
C -0.01 -1.36 -1.32
C 0.76 -1.59 -2.46
C 0.15 -1.80 -3.68
C -1.24 -1.79 -3.77
C -1.87 -2.00 -5.11
O -1.21 -2.21 -6.10
H -7.21 -1.87 -5.44
H -5.84 -2.15 -7.47
H -3.37 -2.21 -7.30
H -6.11 -1.61 -3.23
H -2.00 -1.18 -0.53
H 0.47 -1.18 -0.37
H 1.84 -1.59 -2.38
H 0.73 -1.97 -4.57
*
```

ΔE to the lowest compared entry with this formula, charge and spin: 0.00 kJ/mol
Lowest unoccupied orbital energy: -1.40 eV
Highest occupied orbital energy: -9.657 eV
Gap between HOMO and LUMO: 0.3033 Ha

(4)
One molecule with the formula C2H7NO2S2 at a distorted geometry. Source: OMol25; level of theory: ωB97M-V/def2-TZVPD.

```
! RIJCOSX wB97M-V def2-TZVPD def2/J DEFGRID3
* xyz 0 1
C 1.84 -1.20 0.06
O 0.66 -0.79 -0.69
S -0.79 -0.61 0.07
N -1.52 -1.93 -0.10
O -0.61 -0.26 1.39
S -1.51 0.96 -1.05
C -0.85 2.37 0.06
H 1.65 -0.91 1.09
H 2.81 -0.79 -0.44
H 2.10 -2.21 0.03
H -1.51 -2.25 -0.99
H -1.77 2.93 0.16
H -0.06 2.81 -0.57
H -0.44 1.87 0.96
*
```

ΔE to the lowest compared entry with this formula, charge and spin: 341.90 kJ/mol
Lowest unoccupied orbital energy: 0.47 eV
Highest occupied orbital energy: -9.459 eV
Gap between HOMO and LUMO: 0.3647 Ha
SMILES string: CO[S@@](=N)(=O)SC

(5)
A 12-piece molecular cluster, H23O12 overall at a distorted geometry. Source: OMol25; level of theory: ωB97M-V/def2-TZVPD.

```
! RIJCOSX wB97M-V def2-TZVPD def2/J DEFGRID3
* xyz -1 1
O 2.48 2.78 -1.46
H -0.85 -1.90 1.45
H 3.50 1.61 -0.29
O -4.27 -1.40 -1.00
H -4.04 -1.52 -1.88
H -3.79 -2.05 -0.41
O 2.28 -2.09 0.41
H 1.45 -1.66 0.07
O 3.62 0.92 0.41
H -2.32 2.60 -1.66
H 4.56 1.29 0.51
O -1.59 -2.10 0.91
H -1.78 1.83 1.83
H -0.11 -0.44 2.17
O -1.11 1.34 -0.45
H 1.94 0.52 -2.37
H 3.02 -1.79 0.11
O -3.12 2.94 -1.38
H -3.03 2.99 -0.34
H -0.62 1.56 0.35
O 1.26 -2.48 2.76
H 1.80 -2.20 3.47
H 1.76 -2.78 2.04
O -2.45 2.13 1.18
H -2.50 1.16 0.88
H -1.52 -0.29 1.51
O 1.98 -0.44 -2.56
H 1.98 2.12 -1.08
H 0.42 -2.15 -1.50
O 0.07 -1.42 -1.15
H 1.19 -0.92 -1.91
H -0.69 0.50 -0.56
O -0.97 0.23 2.16
H 2.50 3.15 -2.33
H -1.05 -2.04 0.13
*
```

ΔE to the lowest compared entry with this formula, charge and spin: 558.24 kJ/mol
Lowest unoccupied orbital energy: 2.69 eV
Highest occupied orbital energy: -6.170 eV
Gap between HOMO and LUMO: 0.3256 Ha

(6)
A 3-piece molecular cluster, C18H34N4O7 overall at a distorted geometry. Source: OMol25; level of theory: ωB97M-V/def2-TZVPD.

```
! RIJCOSX wB97M-V def2-TZVPD def2/J DEFGRID3
* xyz 0 1
N -1.99 4.99 3.90
C -2.45 4.22 3.01
C -1.70 2.99 2.57
C -0.22 3.27 2.43
C 0.83 2.43 3.21
N 2.05 2.84 2.47
C 1.66 3.50 1.36
N 2.39 4.35 0.69
C 1.88 5.03 -0.51
C 2.18 4.29 -1.82
C 0.97 3.52 -2.40
C 1.32 2.09 -2.77
O 1.98 2.11 -4.05
N 0.34 3.21 1.05
C 0.20 1.91 0.32
O -0.95 1.65 -0.02
O 1.26 1.31 0.14
H -2.64 5.75 4.08
H -3.42 4.42 2.56
H -1.89 2.20 3.29
H -2.08 2.71 1.59
H 0.02 4.29 2.75
H 0.86 2.81 4.23
H 0.63 1.37 3.12
H 2.79 3.24 3.03
H 3.33 4.52 1.01
H 2.34 6.02 -0.53
H 0.82 5.19 -0.37
H 2.49 5.03 -2.54
H 3.00 3.60 -1.65
H 0.67 3.99 -3.33
H 0.11 3.53 -1.74
H 0.43 1.45 -2.79
H 2.00 1.65 -2.04
H 1.83 1.27 -4.49
O 1.53 -4.83 -2.77
C 1.55 -4.07 -1.83
O 1.64 -2.75 -2.08
C 1.48 -1.75 -1.05
C 2.79 -1.50 -0.33
C 1.53 -4.56 -0.41
H 0.67 -2.02 -0.37
H 1.17 -0.85 -1.56
H 3.14 -2.40 0.19
H 2.66 -0.70 0.40
H 3.56 -1.21 -1.04
H 2.54 -4.81 -0.11
H 0.91 -5.45 -0.37
H 1.11 -3.85 0.30
O -0.89 -6.38 0.44
C -1.91 -5.98 -0.05
O -2.49 -4.88 0.47
C -3.59 -4.21 -0.15
C -4.92 -4.83 0.23
C -2.58 -6.71 -1.19
H -3.45 -4.16 -1.23
H -3.54 -3.19 0.22
H -4.99 -5.86 -0.12
H -5.74 -4.26 -0.21
H -5.03 -4.83 1.31
H -3.19 -7.51 -0.78
H -1.80 -7.14 -1.82
H -3.19 -6.08 -1.83
*
```

Lowest unoccupied orbital energy: -0.02 eV
Highest occupied orbital energy: -8.972 eV
Gap between HOMO and LUMO: 0.3290 Ha

(7)
A 4-piece molecular cluster, C4H14O4 overall at a distorted geometry. Source: OMol25; level of theory: ωB97M-V/def2-TZVPD.

```
! RIJCOSX wB97M-V def2-TZVPD def2/J DEFGRID3
* xyz 0 1
C -0.07 1.29 -2.74
C 0.78 1.20 -1.48
C 0.38 0.73 -0.29
C 1.36 0.80 0.84
O 0.88 1.28 2.08
H 0.63 1.36 -3.56
H -0.80 0.53 -2.98
H -0.52 2.32 -2.67
H 1.62 1.81 -1.72
H -0.58 0.31 0.00
H 2.18 1.49 0.67
H 1.81 -0.23 0.97
H 0.45 0.62 2.66
O -0.28 -1.70 -1.17
H 0.63 -1.94 -1.36
H -0.28 -0.85 -1.63
O -0.71 -0.73 3.25
H -0.03 -1.36 3.51
H -1.27 -1.08 2.52
O -1.92 -2.12 1.35
H -2.82 -1.80 1.23
H -1.44 -1.95 0.52
*
```

ΔE to the lowest compared entry with this formula, charge and spin: 127.09 kJ/mol
Lowest unoccupied orbital energy: 0.55 eV
Highest occupied orbital energy: -9.358 eV
Gap between HOMO and LUMO: 0.3642 Ha
SMILES string: C/C=C/CO.O.O.O

(8)
C8H8N2O4RhS as an isolated structure at a distorted geometry. Source: OMol25; level of theory: ωB97M-V/def2-TZVPD.

```
! RIJCOSX wB97M-V def2-TZVPD def2/J DEFGRID3
* xyz 3 5
Rh 0.00 0.07 -0.12
O 0.03 3.52 -1.88
C 0.02 2.51 -1.34
C 1.63 -0.70 0.38
O 2.59 -1.32 0.62
C -1.64 -0.67 0.37
O -2.62 -1.27 0.60
C 0.00 -0.72 -1.78
O 0.00 -1.48 -2.67
S -0.02 -0.87 2.52
C -0.01 0.62 3.36
N -1.16 1.23 3.67
C -1.25 1.97 4.95
C 0.02 2.80 5.10
C 1.24 1.89 4.98
N 1.15 1.22 3.66
H -1.96 0.67 3.39
H -1.37 1.26 5.80
H -2.15 2.59 4.87
H 0.02 3.30 6.08
H 0.05 3.54 4.29
H 1.26 1.14 5.79
H 2.17 2.45 4.97
H 1.94 0.65 3.38
*
```

ΔE to the lowest compared entry with this formula, charge and spin: 102.62 kJ/mol
Lowest unoccupied orbital energy (spin up / spin down): -12.36 / -16.62 eV
Highest occupied orbital energy (spin up / spin down): -20.408 / -22.167 eV
Gap between HOMO and LUMO (spin up / spin down): 0.2958 / 0.2038 Ha
⟨S²⟩: 6.046

Copy entry 7 word for word.
A 4-piece molecular cluster, C4H14O4 overall at a distorted geometry. Source: OMol25; level of theory: ωB97M-V/def2-TZVPD.

```
! RIJCOSX wB97M-V def2-TZVPD def2/J DEFGRID3
* xyz 0 1
C -0.07 1.29 -2.74
C 0.78 1.20 -1.48
C 0.38 0.73 -0.29
C 1.36 0.80 0.84
O 0.88 1.28 2.08
H 0.63 1.36 -3.56
H -0.80 0.53 -2.98
H -0.52 2.32 -2.67
H 1.62 1.81 -1.72
H -0.58 0.31 0.00
H 2.18 1.49 0.67
H 1.81 -0.23 0.97
H 0.45 0.62 2.66
O -0.28 -1.70 -1.17
H 0.63 -1.94 -1.36
H -0.28 -0.85 -1.63
O -0.71 -0.73 3.25
H -0.03 -1.36 3.51
H -1.27 -1.08 2.52
O -1.92 -2.12 1.35
H -2.82 -1.80 1.23
H -1.44 -1.95 0.52
*
```

ΔE to the lowest compared entry with this formula, charge and spin: 127.09 kJ/mol
Lowest unoccupied orbital energy: 0.55 eV
Highest occupied orbital energy: -9.358 eV
Gap between HOMO and LUMO: 0.3642 Ha
SMILES string: C/C=C/CO.O.O.O